Record 1
The following is a DFT calculation (ωB97M-V/def2-TZVPD) of a structure of composition C30H42CuN8O4P2S2.

XYZ file:
```
89
Properties=species:S:1:pos:R:3:forces:R:3:mulliken_charge:R:1
Cu 0.449 0.275 -0.060 0.586 0.169 -0.284 0.24
C 1.013 1.376 4.029 -0.133 0.021 0.025 -1.73
C 0.374 1.250 2.670 -0.197 -0.045 -0.054 1.02
N 0.893 0.432 1.815 0.377 -0.125 0.354 0.92
N 1.959 -0.340 2.311 -0.149 0.041 -0.308 -0.33
C 2.763 -0.784 1.397 -0.090 -0.100 0.067 0.30
S 2.730 -0.480 -0.298 -0.291 0.042 0.221 -0.58
S 4.038 -1.904 1.892 0.130 0.166 -0.136 -0.12
C 4.106 -1.711 3.704 -0.244 -0.136 -0.086 -0.75
C 3.391 -2.810 4.442 -0.049 0.071 0.036 0.23
C 2.030 -2.693 4.715 -0.083 -0.013 0.075 0.57
C 1.353 -3.701 5.389 0.031 0.001 -0.053 -0.83
C 2.028 -4.849 5.790 0.010 0.052 -0.026 -0.42
C 3.383 -4.974 5.521 0.009 0.046 -0.025 -0.56
C 4.060 -3.957 4.856 0.005 -0.041 -0.015 -0.49
C -0.780 2.094 2.331 0.190 0.024 0.130 -0.15
C -1.560 2.610 3.382 0.037 -0.035 -0.030 -0.80
C -2.553 3.541 3.186 -0.022 0.018 -0.084 -1.14
C -2.745 4.038 1.891 0.008 -0.025 0.003 -0.61
C -2.020 3.536 0.836 -0.100 0.060 0.073 -0.61
C -1.077 2.489 0.996 -0.075 -0.123 -0.089 1.14
O -0.539 1.972 -0.067 0.112 0.046 0.099 -0.93
H 2.089 1.481 3.903 0.028 -0.003 0.002 0.34
H 0.633 2.236 4.570 0.015 -0.018 0.000 0.62
H 0.856 0.472 4.621 -0.007 0.033 -0.022 0.27
H 5.164 -1.677 3.958 0.023 -0.026 0.041 0.59
H 3.648 -0.747 3.913 0.067 0.063 0.070 0.10
H 1.512 -1.795 4.394 0.032 -0.079 -0.009 0.10
H 0.296 -3.590 5.606 0.048 -0.001 -0.007 0.44
H 1.502 -5.636 6.316 0.011 0.012 -0.017 0.39
H 3.918 -5.862 5.833 -0.005 0.021 -0.008 0.38
H 5.121 -4.057 4.653 -0.039 -0.011 0.012 0.39
H -1.385 2.245 4.387 0.013 0.038 -0.024 0.49
H -3.141 3.904 4.018 0.007 -0.010 -0.028 0.40
H -3.474 4.822 1.713 0.027 -0.021 0.011 0.43
H -2.167 3.929 -0.163 0.025 -0.021 0.075 0.51
C -2.747 2.480 -2.506 0.087 0.030 -0.096 -0.65
N -1.444 2.046 -3.025 -0.005 0.184 0.368 0.58
C -0.377 3.064 -2.971 -0.124 -0.059 -0.192 -1.03
P -0.963 0.499 -2.835 0.399 -0.395 -0.081 0.28
O 0.289 0.181 -2.079 -0.661 0.159 -0.063 -0.77
O -2.249 -0.231 -2.220 -0.219 0.126 0.053 0.90
P -2.849 -0.671 -0.783 0.375 0.168 0.225 -0.73
O -2.055 -0.366 0.413 -0.135 0.030 -0.100 -0.80
N -4.290 0.110 -0.741 -0.292 -0.047 0.104 0.92
C -4.778 0.710 0.501 0.019 0.073 -0.143 -0.88
C -5.303 -0.153 -1.750 -0.003 0.074 0.049 -1.00
N -2.975 -2.283 -1.071 -0.213 -0.367 -0.010 1.00
C -3.284 -3.133 0.079 0.016 0.020 -0.142 -1.24
C -3.298 -2.878 -2.358 0.052 -0.041 0.093 -0.90
N -0.810 -0.124 -4.345 0.140 -0.115 -0.112 0.22
C -0.016 -1.333 -4.562 -0.013 0.082 -0.021 -0.99
C -1.852 0.086 -5.342 0.072 -0.040 0.038 -1.01
H -2.887 3.521 -2.795 0.008 -0.002 -0.010 0.56
H -2.816 2.401 -1.421 0.044 -0.009 -0.025 -0.16
H -3.551 1.895 -2.952 0.032 -0.001 -0.018 0.12
H -0.708 3.934 -3.539 0.009 0.009 -0.001 0.39
H 0.530 2.681 -3.438 -0.027 -0.045 0.014 0.38
H -0.152 3.341 -1.942 -0.024 -0.024 0.039 0.25
H -3.956 0.829 1.202 0.037 -0.009 -0.031 0.13
H -5.558 0.093 0.958 0.009 -0.023 -0.015 0.26
H -5.198 1.698 0.294 0.000 -0.012 -0.028 0.30
H -4.854 -0.573 -2.651 0.007 0.025 0.032 0.21
H -5.802 0.779 -2.030 0.007 -0.007 0.009 0.35
H -6.068 -0.849 -1.387 0.017 -0.007 -0.002 0.28
H -2.991 -2.639 1.003 0.013 0.046 -0.043 0.29
H -2.721 -4.066 0.001 0.016 -0.002 -0.026 0.31
H -4.351 -3.378 0.126 -0.005 0.001 -0.003 0.32
H -3.020 -2.213 -3.172 0.004 0.006 0.019 0.04
H -4.364 -3.116 -2.445 -0.028 -0.008 0.005 0.25
H -2.736 -3.808 -2.475 0.016 -0.031 0.016 0.32
H 0.759 -1.413 -3.806 -0.003 0.055 0.015 0.25
H 0.471 -1.274 -5.537 -0.036 0.020 -0.027 0.38
H -0.636 -2.237 -4.546 -0.032 0.011 0.020 0.28
H -2.370 1.024 -5.159 0.014 0.016 0.043 0.25
H -2.580 -0.734 -5.339 -0.008 0.018 0.004 0.26
H -1.401 0.135 -6.334 0.008 -0.009 0.007 0.37
N 0.577 -7.530 0.559 -0.013 0.136 -0.007 -0.52
C 0.495 -6.386 0.484 0.014 0.178 -0.018 -0.31
C 0.370 -4.946 0.375 0.003 -0.411 -0.007 0.48
C 0.394 -4.335 -0.874 0.011 -0.038 -0.130 -0.55
C 0.261 -2.962 -0.927 0.005 0.109 0.153 -0.86
N 0.084 -2.202 0.155 0.122 -0.159 -0.125 1.15
C 0.054 -2.799 1.342 -0.033 0.146 -0.048 -0.78
C 0.208 -4.168 1.507 -0.016 0.035 0.157 -0.80
H 0.533 -4.917 -1.774 -0.009 0.000 0.005 0.56
H 0.312 -2.437 -1.874 0.004 0.013 0.035 0.36
H -0.096 -2.151 2.198 0.030 -0.005 -0.013 0.56
H 0.207 -4.609 2.492 0.003 0.002 0.044 0.60
```
Positions in Å, forces in eV/Å.

The LUMO energy (alpha / beta) is 0.0028 / 0.0017 hartree. As for the spin multiplicity: 2. Its charge is 0. The calculation puts the HOMO-LUMO gap (alpha / beta) at 0.269 / 0.267 hartree. For the HOMO energy (alpha / beta), the calculation gives -0.267 / -0.265 Eh.



Record 2
The following is a DFT calculation (ωB97M-V/def2-TZVPD) of a structure of composition F30K2P5 in a non-equilibrium geometry.

XYZ file:
```
37
Properties=species:S:1:pos:R:3:forces:R:3:mulliken_charge:R:1
K -3.970 0.021 0.938 1.191 0.598 0.085 0.99
K -0.493 -4.498 2.357 0.448 1.172 0.092 0.98
P -0.209 -0.991 0.053 1.483 3.857 -0.109 1.34
F 0.723 -1.277 -1.173 -0.002 -1.123 -0.247 -0.34
F 1.057 -1.189 1.078 -0.920 -0.125 -0.143 -0.36
F 0.105 0.600 -0.104 0.066 -0.642 -0.138 -0.35
F -1.161 -0.469 1.309 -0.611 -1.869 0.026 -0.47
F -1.498 -0.849 -0.956 -0.239 -0.571 0.860 -0.44
F -0.568 -2.579 0.315 -0.621 -0.476 0.243 -0.41
P -2.787 2.845 2.986 -0.567 2.259 1.145 1.14
F -2.645 2.685 4.589 0.064 -1.131 -0.331 -0.36
F -1.772 1.677 2.502 -0.923 0.361 1.625 -0.24
F -4.126 1.864 3.072 0.388 -1.106 -0.351 -0.42
F -3.099 3.036 1.427 -0.048 0.484 -0.814 -0.33
F -3.884 4.105 3.260 0.459 -0.530 -0.075 -0.42
F -1.614 3.948 3.123 0.022 -0.454 -1.247 -0.34
P 3.813 1.506 -3.611 -3.826 -1.522 -0.341 1.22
F 2.889 0.956 -2.376 1.025 0.776 0.193 -0.35
F 5.103 1.810 -2.702 -0.024 -0.055 0.615 -0.38
F 4.254 -0.059 -3.822 0.554 0.448 -0.243 -0.38
F 4.673 1.935 -4.888 0.306 0.405 -0.676 -0.38
F 2.467 1.272 -4.581 1.633 -0.066 0.209 -0.36
F 3.223 3.008 -3.387 0.951 0.207 0.223 -0.37
P -0.819 -0.640 -5.435 -0.529 0.869 -1.679 1.19
F -1.358 -0.727 -3.933 0.027 0.911 0.237 -0.29
F 0.031 0.728 -5.249 -0.403 -1.302 0.789 -0.33
F 0.348 -1.668 -5.062 0.520 0.443 -0.123 -0.33
F -0.320 -0.616 -7.023 -0.186 -0.588 0.401 -0.41
F -1.790 -1.932 -5.760 -0.056 -0.204 -0.506 -0.41
F -2.095 0.326 -5.919 0.042 -0.367 0.520 -0.42
P 0.783 -2.086 5.571 0.995 0.408 -0.102 1.20
F 1.498 -0.693 5.907 0.096 -0.185 0.214 -0.35
F 0.050 -2.034 7.012 -0.755 -0.082 -0.362 -0.37
F -0.414 -1.343 4.792 0.233 0.324 0.333 -0.31
F -0.019 -3.462 5.148 -0.099 -1.120 -0.041 -0.42
F 1.702 -2.199 4.240 -0.673 -0.168 -0.357 -0.35
F 1.923 -3.012 6.303 -0.020 0.164 0.075 -0.39
```
Positions in Å, forces in eV/Å.

The LUMO energy is 0.1229 hartree. As for the spin multiplicity: 1. Its charge is -3. The calculation puts the HOMO-LUMO gap at 0.244 hartree. For the HOMO energy, the calculation gives -0.121 Eh.



Record 3
The following is a DFT calculation (ωB97M-V/def2-TZVPD) of a cluster of 3 separate species, C32H46O8 in total.

XYZ file:
```
86
Properties=species:S:1:pos:R:3:forces:R:3:mulliken_charge:R:1
C -4.989 -3.877 -2.022 0.015 0.235 0.122 -0.07
C -4.502 -3.381 -2.998 -0.015 -0.238 0.024 -0.25
C -3.859 -2.781 -4.164 0.139 0.424 0.157 -1.15
C -2.963 -1.617 -3.751 -0.304 -0.309 -0.129 1.24
C -1.628 -1.591 -4.126 0.113 0.300 0.005 -1.03
C -0.811 -0.537 -3.725 -0.077 -0.054 -0.096 -1.14
C -1.343 0.468 -2.940 0.041 0.168 0.153 0.99
C -2.687 0.454 -2.577 0.073 -0.035 -0.263 0.56
C -3.501 -0.585 -2.989 0.080 0.227 -0.179 -1.07
C -3.187 1.564 -1.712 -0.192 0.096 -0.150 0.46
O -4.333 1.953 -1.751 0.032 -0.167 0.191 -0.59
C -2.175 2.125 -0.783 0.257 0.148 -0.282 -0.82
C -0.873 2.121 -1.096 -0.059 0.148 0.281 1.36
C 0.172 2.624 -0.120 -0.126 -0.150 -0.089 -1.07
C 1.609 2.224 -0.425 0.223 -0.042 0.045 -1.33
C 1.839 0.719 -0.282 0.406 0.363 0.446 1.44
C 3.323 0.352 -0.445 -0.184 -0.109 -0.442 -1.16
C 3.546 -1.009 -1.101 0.239 -0.219 0.385 -0.95
C 3.221 -2.198 -0.184 -0.282 -0.236 -0.304 -0.93
C 1.730 -2.608 -0.220 0.549 -0.160 0.285 1.58
C 1.468 -4.124 -0.142 -0.491 -0.209 -0.098 -1.39
C 0.561 -4.616 -1.286 0.173 0.174 -0.030 -0.45
C 1.321 -4.734 -2.626 -0.148 0.391 -0.051 -0.61
C 0.727 -3.864 -3.743 0.238 -0.189 0.314 -0.66
C -0.496 1.593 -2.446 -0.060 0.022 -0.088 -0.51
O 0.412 2.051 -3.103 0.061 -0.092 0.057 -0.58
H -5.412 -4.232 -1.113 -0.024 -0.114 -0.082 0.43
H -3.271 -3.533 -4.690 -0.043 -0.008 -0.077 0.35
H -4.623 -2.396 -4.844 -0.008 -0.155 -0.073 0.35
H -1.211 -2.392 -4.723 -0.123 0.064 0.026 0.70
H 0.237 -0.491 -3.993 -0.017 -0.033 -0.070 0.51
H -4.540 -0.599 -2.684 -0.022 -0.008 -0.043 0.42
H -2.534 2.527 0.157 -0.050 0.123 -0.061 0.39
H 0.067 3.702 0.023 0.070 0.040 -0.199 0.29
H -0.099 2.176 0.842 0.007 0.088 0.058 0.36
H 1.921 2.520 -1.426 -0.136 0.158 0.009 0.45
H 2.262 2.762 0.270 -0.003 -0.103 0.071 0.47
H 1.235 0.175 -1.013 -0.053 -0.033 0.036 -0.68
H 1.523 0.428 0.725 -0.262 -0.210 -0.147 0.12
H 3.825 1.115 -1.049 -0.069 0.035 0.002 0.50
H 3.811 0.351 0.533 0.047 0.093 0.004 0.35
H 2.934 -1.106 -2.003 0.045 0.139 -0.077 0.29
H 4.587 -1.094 -1.424 0.009 0.089 0.050 0.40
H 3.517 -1.980 0.845 0.088 0.033 -0.011 0.42
H 3.822 -3.057 -0.497 -0.012 0.017 -0.035 0.44
H 1.297 -2.221 -1.146 -0.085 0.028 0.011 -0.86
H 1.228 -2.131 0.621 -0.184 0.169 -0.165 -0.12
H 0.982 -4.382 0.803 0.113 0.074 0.063 0.42
H 2.403 -4.688 -0.176 0.048 0.026 0.049 0.53
H -0.245 -3.886 -1.413 -0.114 -0.071 0.063 0.12
H 0.081 -5.556 -1.009 0.067 -0.065 -0.063 0.53
H 2.348 -4.395 -2.469 0.061 -0.150 0.013 0.28
H 1.360 -5.772 -2.956 0.127 -0.024 0.025 0.38
H -0.188 -4.305 -4.143 -0.028 0.043 0.005 0.35
H 0.490 -2.874 -3.348 0.040 -0.113 -0.050 -0.21
H 1.442 -3.733 -4.557 -0.075 -0.071 -0.106 0.33
C -0.500 6.993 4.143 0.111 -0.006 -0.133 -1.09
C -0.047 5.871 5.052 -0.208 0.144 0.139 -0.21
O 0.815 4.948 4.366 0.040 -0.042 -0.021 -0.29
C 2.080 5.344 4.228 -0.039 -0.063 0.012 0.69
O 2.555 6.367 4.648 0.012 0.024 -0.019 -0.57
O 2.736 4.403 3.548 -0.018 -0.009 -0.002 -0.24
C 4.102 4.720 3.270 0.179 -0.052 -0.094 -0.74
H -0.963 6.589 3.242 -0.058 -0.009 0.040 0.27
H -1.227 7.621 4.659 -0.011 -0.013 0.014 0.37
H 0.342 7.616 3.844 0.009 0.006 0.055 0.31
H -0.896 5.270 5.374 0.047 -0.083 -0.051 0.29
H 0.458 6.251 5.939 0.079 0.010 -0.055 0.33
H 4.637 4.991 4.177 -0.059 0.058 0.021 0.37
H 4.160 5.534 2.549 0.005 0.050 0.063 0.32
H 4.542 3.824 2.841 -0.098 -0.034 -0.002 0.19
C -2.801 -0.894 0.230 -0.162 -0.056 0.316 -0.89
C -1.597 -1.725 0.611 -0.211 -0.089 -0.294 0.40
O -0.878 -1.152 1.718 0.077 0.027 0.026 -0.07
C -1.405 -1.372 2.921 -0.020 0.059 -0.023 0.59
O -2.392 -2.018 3.159 0.009 -0.018 0.012 -0.57
O -0.647 -0.748 3.823 0.025 -0.013 -0.014 -0.28
C -1.116 -0.859 5.169 0.033 0.020 0.134 -0.73
H -2.501 0.139 0.045 0.012 -0.378 0.144 0.10
H -3.256 -1.294 -0.677 0.066 -0.058 0.210 -0.06
H -3.551 -0.893 1.022 0.017 -0.074 0.036 0.55
H -0.879 -1.745 -0.205 0.108 0.054 0.012 -0.54
H -1.875 -2.753 0.844 -0.008 0.031 0.099 0.52
H -1.273 -1.901 5.441 -0.045 -0.004 -0.035 0.30
H -2.044 -0.302 5.293 -0.035 -0.056 -0.016 0.29
H -0.342 -0.426 5.795 0.027 0.026 -0.066 0.24
```
Positions in Å, forces in eV/Å.

The LUMO energy is -0.0283 hartree. As for the spin multiplicity: 1. Its charge is 0. The calculation puts the HOMO-LUMO gap at 0.325 hartree. As for the structure (SMILES): C#CCc1ccc2c(c1)C(=O)C=C(CCCCCCCCCCC)C2=O.CCOC(=O)OC.CCOC(=O)OC. For the HOMO energy, the calculation gives -0.354 Eh.



Record 4
The following is a DFT calculation (ωB97M-V/def2-TZVPD) of a cluster of 2 separate species, C3H6N2O in total in a non-equilibrium geometry.

XYZ file:
```
12
Properties=species:S:1:pos:R:3:forces:R:3:mulliken_charge:R:1
C -0.893 0.569 -0.239 -4.795 1.667 -4.844 -0.20
C 2.678 -0.444 -0.090 -1.029 -0.321 -0.580 0.63
C -1.971 -0.487 -0.132 3.318 -2.317 3.221 -0.72
N 0.143 0.695 0.451 2.163 -1.705 3.768 -0.49
N 2.685 0.737 -0.211 0.332 2.939 0.640 -0.49
O 2.594 -1.589 -0.186 0.445 -1.528 0.369 -0.40
H -1.275 1.267 -0.981 0.817 0.468 0.022 0.37
H -1.517 -1.389 -0.692 -1.590 0.998 0.548 0.21
H -2.011 -0.808 1.012 -0.413 0.386 -2.140 0.21
H -2.848 0.011 -0.420 -1.351 -0.242 -0.689 0.31
H 0.263 -0.013 1.175 1.321 0.602 0.261 0.23
H 2.151 1.451 0.314 0.781 -0.946 -0.576 0.35
```
Positions in Å, forces in eV/Å.

The LUMO energy (alpha / beta) is 0.0297 / -0.1051 hartree. As for the spin multiplicity: 3. Its charge is 0. The calculation puts the HOMO-LUMO gap (alpha / beta) at 0.226 / 0.289 hartree. For the HOMO energy (alpha / beta), the calculation gives -0.196 / -0.394 Eh.



- What is the charge in the second record?
  -3



- charge of number 4 (C3H6N2O)?
  0



- What is the charge in the first record?
  0